Below is a cluster of 2 separate species, H6N3OP in total, with properties calculated with ωB97M-V with the def2-TZVPD basis set.

The value obtained for the molar mass is 95.042 g/mol. The value obtained for the energy relative to the best compared isomer or geometry (same formula, charge and spin) is 130.02 kJ/mol.

Bonds (Å) are listed after each position.
Cartesian coordinates (Å):
1 N -0.236 2.617 1.830  P5 1.566, H6 1.050
2 N 0.261 1.605 -0.656  P5 1.659, H7 1.039, H8 1.044
3 N 0.170 -2.959 -0.852  H9 1.020, H10 1.065, H11 1.053
4 O -0.166 -0.086 1.204  P5 1.449
5 P -0.033 1.335 0.954  N1 1.566, N2 1.659, O4 1.449
6 H -0.628 2.279 2.744  N1 1.050
7 H 0.345 2.483 -1.205  N2 1.039
8 H 0.644 0.804 -1.206  N2 1.044
9 H -0.489 -3.347 -1.526  N3 1.020
10 H 0.435 -2.047 -1.334  N3 1.065
11 H -0.302 -2.683 0.047  N3 1.053